[1]
{
  "formula": "C23H30NPZr",
  "method": "wB97M-V/def2-TZVPD",
  "symbols": ["C", "C", "C", "C", "C", "C", "C", "C", "N", "Zr", "C", "P", "H", "H", "H", "H", "H", "H", "H", "H", "C", "C", "H", "C", "C", "H", "H", "H", "H", "H", "H", "H", "H", "H", "H", "H", "H", "H", "H", "C", "C", "C", "C", "C", "C", "C", "C", "C", "C", "H", "H", "H", "H", "H", "H", "H"],
  "xyz": [[4.012963, 1.100207, -1.665209], [3.323577, 1.581403, -0.551552], [2.058622, 1.093272, -0.156630], [1.409034, 0.051115, -0.900009], [2.128282, -0.346164, -2.057240], [3.399257, 0.104346, -2.421419], [1.534920, 1.635901, 1.146390], [0.586487, 2.881651, 1.188105], [-0.416552, 3.095469, 0.203150], [0.091829, -1.829230, -0.586861], [1.428968, -1.333531, -2.976346], [-0.473007, -0.993936, -2.934949], [3.828864, 2.312394, 0.079195], [3.857823, -0.308930, -3.320162], [4.998058, 1.497084, -1.953711], [1.617783, -2.403786, -2.691639], [1.662890, -1.188376, -4.042949], [1.042304, 0.800648, 1.679599], [2.420913, 1.958066, 1.719623], [0.057019, 2.811769, 2.147039], [-1.088772, -2.424594, -3.874917], [-0.630894, 0.414055, -4.064129], [1.216949, 3.791677, 1.180478], [-0.077510, 3.390703, -1.150087], [-1.784789, 2.786057, 0.481350], [-1.748701, -2.301230, -0.294437], [-0.162829, 4.480685, -1.338640], [0.932639, 3.063913, -1.388574], [-0.802757, 2.912127, -1.826913], [-2.399612, 3.695684, 0.466285], [-2.189271, 2.107904, -0.282466], [-1.864047, 2.304783, 1.460207], [-0.402025, 0.112886, -5.099086], [-1.659956, 0.808972, -4.035360], [0.038368, 1.250211, -3.803032], [-0.702219, -2.360230, -4.902502], [-0.754953, -3.351386, -3.382124], [-2.189843, -2.367273, -3.831517], [-1.823422, -1.885456, -0.916631], [-3.417750, -1.593302, 4.256132], [-3.644948, -1.166328, 2.924040], [-2.600061, -1.099047, 2.009122], [-1.287273, -1.396772, 2.395699], [-0.188377, -1.278488, 1.464187], [1.079945, -1.764680, 1.866602], [1.318733, -2.185462, 3.206858], [0.281144, -2.227482, 4.113898], [-1.043253, -1.877201, 3.743264], [-2.129802, -1.953414, 4.655563], [-4.245067, -1.641021, 4.961186], [-4.649676, -0.872341, 2.611511], [-2.757443, -0.821321, 0.949883], [1.948872, -1.801989, 1.190891], [2.334300, -2.455311, 3.509647], [0.464126, -2.514290, 5.157664], [-1.939858, -2.300414, 5.681522]],
  "forces_ev_per_a": [[-0.3, -0.1, 0.0], [0.0, -0.4, -0.2], [-0.2, -0.1, 0.5], [0.9, -0.2, -0.3], [-0.3, -0.5, -0.3], [-0.3, 0.1, -0.1], [-0.1, -0.3, 0.3], [0.2, 0.7, -0.1], [-0.1, -1.2, 0.1], [4.4, 3.3, 2.0], [-1.1, -0.2, 0.3], [1.3, -0.2, -1.2], [-0.3, 0.0, -0.1], [0.0, 0.2, 0.2], [-0.6, -0.2, 0.3], [0.0, 0.4, -0.5], [0.2, -0.4, 0.4], [0.2, 0.5, -0.2], [-0.4, -0.3, 0.1], [0.4, 0.3, -0.1], [-0.4, 0.3, 0.3], [-0.4, 0.9, 0.1], [0.0, -0.4, 0.4], [-0.3, 0.9, -0.2], [-0.1, 0.1, 0.0], [-1.2, -0.6, 0.8], [0.2, -0.3, -0.2], [0.0, 0.0, -0.1], [0.3, -0.1, 0.0], [-0.2, -0.2, 0.1], [-0.2, -0.1, 0.0], [-0.2, 0.1, -0.1], [-0.1, -0.2, 0.4], [0.3, -0.2, 0.0], [-0.2, -0.4, 0.2], [-0.3, -0.3, 0.3], [-0.2, 0.1, -0.3], [0.4, -0.3, -0.4], [-1.1, 0.2, -0.7], [1.0, -0.1, -0.1], [0.3, 0.0, -0.4], [-0.7, 0.2, 0.0], [0.5, -0.1, 0.5], [0.0, -2.1, -0.5], [-0.8, -0.2, 0.4], [0.2, 0.1, -0.3], [0.1, 0.2, 0.1], [-0.2, 0.5, -0.6], [-0.6, 0.1, -0.1], [0.2, 0.0, -0.2], [0.3, -0.2, 0.1], [-0.2, 0.2, 0.9], [0.0, 0.2, -0.1], [-0.4, 0.0, -0.1], [0.0, 0.0, -0.5], [-0.1, 0.2, -0.5]],
  "mol_weight_da": 442.698,
  "homo_lumo_gap_ev": 4.0,
  "total_charge": 2,
  "lumo_ev": -8.4,
  "max_force_ev_per_a": 5.82,
  "e_homo_ev": -12.382
}

[2]
{
  "formula": "C23H31AsCl6CoF6NO4Si",
  "method": "wB97M-V/def2-TZVPD",
  "symbols": ["Co", "Cl", "C", "C", "C", "Cl", "C", "Cl", "C", "Cl", "C", "Cl", "F", "As", "F", "F", "F", "F", "F", "Cl", "C", "C", "C", "C", "N", "C", "H", "H", "H", "H", "C", "C", "C", "C", "O", "Si", "O", "O", "C", "C", "C", "C", "O", "C", "C", "C", "C", "H", "H", "H", "H", "H", "H", "H", "H", "H", "H", "H", "H", "H", "H", "H", "H", "H", "H", "H", "H", "H", "H", "H", "H", "H", "H", "H"],
  "xyz": [[2.110025, 0.453356, -0.453407], [1.486044, -0.526669, -2.788752], [2.527205, -1.689643, -2.069511], [3.055551, -1.313418, -0.868102], [3.903007, -2.221616, -0.217895], [4.545796, -1.819637, 1.278819], [4.213448, -3.493288, -0.805800], [5.254360, -4.564323, -0.009657], [3.649236, -3.846237, -2.020294], [3.977513, -5.365374, -2.719121], [2.775797, -2.946553, -2.670119], [2.011010, -3.367698, -4.110288], [3.665380, 1.119409, 0.782950], [4.933147, 1.903360, -0.338072], [5.942136, 2.092800, 1.006841], [4.104249, 3.380154, -0.054951], [3.640336, 1.528817, -1.582026], [5.940168, 2.586002, -1.509951], [5.499172, 0.309686, -0.656502], [0.990348, 4.952560, 2.500728], [1.031178, 4.328288, 0.905360], [0.789088, 5.131788, -0.198274], [0.821934, 4.555046, -1.456904], [1.131044, 3.213420, -1.577556], [1.381346, 2.459967, -0.510013], [1.318225, 2.987117, 0.709864], [0.584614, 6.185695, -0.068174], [0.624637, 5.147923, -2.338172], [1.182522, 2.727086, -2.542937], [1.509417, 2.335554, 1.552033], [-2.122116, 1.051911, -2.525621], [-2.447290, -0.369703, -2.054388], [-3.831076, -0.377681, -1.398660], [-2.409396, -1.349841, -3.219389], [-1.451178, -0.811135, -1.124803], [-1.000542, -0.352002, 0.377351], [0.596934, -0.065718, 0.290906], [-1.281299, -1.522534, 1.459259], [-0.887441, -2.899390, 1.537376], [-2.075223, -3.732656, 1.055723], [0.341307, -3.176802, 0.673921], [-0.591080, -3.190704, 3.005359], [-1.762087, 1.010374, 0.795352], [-2.331226, 1.530534, 2.004849], [-1.313406, 1.455059, 3.142309], [-3.572988, 0.716725, 2.373433], [-2.703302, 2.977723, 1.712219], [-2.935891, 1.451062, -3.130059], [-1.205978, 1.056387, -3.119444], [-1.983753, 1.690848, -1.651169], [-4.604648, -0.225756, -2.151190], [-3.885675, 0.419131, -0.659844], [-4.000851, -1.333235, -0.899129], [-3.131406, -1.056932, -3.981403], [-2.648099, -2.355811, -2.872435], [-1.410253, -1.363276, -3.661121], [-2.260650, -3.519197, 0.001112], [-2.964396, -3.468678, 1.627477], [-1.879813, -4.798145, 1.179109], [0.110744, -2.954978, -0.372626], [0.640782, -4.221208, 0.766419], [1.166138, -2.533441, 0.987692], [-1.442003, -2.897289, 3.618930], [0.287560, -2.632228, 3.332732], [-0.405822, -4.256007, 3.146309], [-0.959621, 0.428106, 3.252499], [-1.774373, 1.771194, 4.077071], [-0.462264, 2.105286, 2.934115], [-3.290844, -0.320060, 2.558289], [-4.297042, 0.740557, 1.558471], [-4.036544, 1.128227, 3.269587], [-1.820873, 3.535026, 1.390186], [-3.111781, 3.449366, 2.605901], [-3.449167, 3.023317, 0.917208]],
  "forces_ev_per_a": [[1.5, 1.5, -1.6], [-0.3, 0.2, 0.1], [0.4, 0.3, 0.7], [-1.6, 0.8, -0.1], [0.2, 0.3, 0.6], [-0.2, -0.2, -0.3], [0.1, -0.4, -0.3], [0.0, 0.1, 0.0], [0.2, -0.2, 0.3], [0.0, 0.1, 0.0], [-0.2, -0.2, -0.4], [0.2, 0.1, 0.3], [-0.9, -0.5, -0.3], [-0.4, 0.3, -0.1], [0.0, -0.1, -0.1], [0.2, -0.2, 0.0], [-0.2, -0.6, 0.4], [0.0, 0.0, 0.0], [0.1, 0.0, 0.1], [0.0, 0.1, 0.1], [0.0, -0.2, -0.2], [0.0, 0.0, 0.1], [0.0, 0.0, 0.0], [0.0, -0.1, -0.1], [0.1, -1.1, 0.6], [-0.1, 0.2, 0.1], [0.0, 0.0, 0.0], [0.0, 0.0, 0.0], [0.0, 0.0, 0.0], [0.0, 0.0, 0.0], [0.1, -0.2, 0.3], [-0.4, 0.2, -0.1], [0.3, -0.1, 0.0], [0.1, 0.1, 0.1], [0.1, -0.1, -0.1], [0.2, 0.2, -0.5], [1.1, -0.5, 0.6], [0.1, 0.0, 0.2], [-0.2, -0.2, 0.1], [0.2, 0.2, 0.0], [0.0, 0.2, 0.0], [0.0, 0.1, -0.2], [-0.1, 0.1, -0.1], [-0.2, 0.0, 0.4], [0.0, -0.1, -0.3], [0.2, 0.0, -0.2], [0.1, -0.1, -0.1], [0.0, 0.0, -0.1], [0.0, 0.0, -0.1], [0.0, 0.1, -0.1], [0.0, 0.0, 0.0], [-0.1, 0.0, 0.0], [0.0, 0.0, 0.0], [0.0, 0.0, 0.0], [0.0, 0.0, 0.0], [0.0, 0.0, 0.0], [-0.1, 0.0, 0.0], [0.0, 0.0, 0.0], [0.0, 0.0, 0.0], [0.0, -0.1, 0.0], [0.0, 0.0, 0.0], [0.0, 0.0, 0.0], [0.0, 0.0, 0.0], [0.0, 0.0, 0.0], [0.0, 0.0, 0.0], [0.0, 0.0, 0.1], [0.0, 0.0, 0.0], [0.0, 0.0, 0.0], [0.0, 0.0, 0.0], [0.0, 0.0, 0.0], [0.0, 0.0, 0.0], [0.0, 0.0, 0.0], [0.0, 0.0, 0.0], [0.0, 0.0, 0.0]],
  "mol_weight_da": 874.151,
  "homo_lumo_gap_ev": [6.4, 4.4],
  "total_charge": 1,
  "lumo_ev": [-5.8, -7.9],
  "max_force_ev_per_a": 2.66,
  "e_homo_ev": [-12.276, -12.275],
  "multiplicity": 2,
  "s2": 0.77
}

[3]
{
  "formula": "C23H31Cl2N4O3Sc",
  "method": "wB97M-V/def2-TZVPD",
  "symbols": ["O", "C", "C", "C", "H", "C", "H", "C", "H", "C", "H", "C", "H", "H", "C", "C", "H", "H", "H", "C", "C", "H", "H", "H", "H", "Sc", "Cl", "Cl", "H", "H", "C", "C", "N", "H", "C", "O", "H", "H", "H", "H", "H", "H", "C", "C", "N", "H", "C", "O", "H", "H", "H", "H", "N", "C", "C", "C", "C", "N", "C", "C", "H", "H", "H", "H"],
  "xyz": [[-0.514413, 0.725236, -1.175407], [-1.526770, 1.369037, -1.916652], [-0.953807, 1.971695, -3.227304], [0.307714, 2.587808, -3.338080], [0.937381, 2.662904, -2.456442], [0.777334, 3.002813, -4.596889], [1.731627, 3.521394, -4.654219], [0.049091, 2.747270, -5.752084], [0.411254, 3.086294, -6.728314], [-1.151548, 2.037681, -5.660425], [-1.715890, 1.782828, -6.559554], [-1.637847, 1.638851, -4.399234], [-2.517734, 0.986127, -4.339575], [-2.114341, 0.531769, -2.312718], [-2.611776, 3.505978, -0.781370], [-2.540396, 2.028156, -1.001009], [-3.427651, 3.627214, -0.044890], [-2.863740, 4.074269, -1.696342], [-1.683304, 3.904011, -0.352095], [-3.228590, 1.126950, -0.263905], [-3.528169, 1.049513, 1.203618], [-3.600074, 0.246599, -0.814896], [-4.387610, 1.661791, 1.514072], [-2.662125, 1.309363, 1.844115], [-3.785876, 0.000114, 1.427261], [0.563070, -0.700447, -0.408281], [1.627057, 1.168732, 0.778494], [-0.383586, -2.114339, -2.139651], [4.838696, 1.142965, -2.721511], [5.997318, 1.363691, -0.824547], [3.969308, 0.598068, -2.343703], [5.181004, 1.015183, -0.191150], [4.317194, 0.157291, -0.992523], [3.774509, -0.280532, -2.963795], [3.580462, -0.783301, -0.395555], [2.508741, -1.245648, -0.881290], [5.583911, 0.434545, 0.641267], [3.919043, -1.100117, 0.594901], [3.080249, 1.242484, -2.337130], [4.622941, 1.872505, 0.201989], [-1.755533, -5.004529, 2.768461], [-0.947610, -6.553915, 0.838002], [-1.738922, -4.138184, 2.109603], [-1.147689, -5.653840, 0.232737], [-0.846443, -4.442801, 1.000789], [-1.372870, -3.264680, 2.632668], [0.039690, -3.559048, 0.542788], [0.121010, -2.351488, 0.926105], [-0.510992, -5.672486, -0.664499], [0.681648, -3.923780, -0.262200], [-2.751439, -3.969376, 1.739132], [-2.211167, -5.686775, -0.066821], [-0.100150, 0.354407, 8.300057], [-0.019084, 0.244742, 7.137341], [0.074149, 0.107656, 5.698944], [0.755894, -0.977962, 5.131896], [0.792175, -1.080625, 3.731441], [0.174255, -0.206308, 2.948526], [-0.404674, 0.869898, 3.472042], [-0.516216, 1.065405, 4.858144], [1.245394, -1.745314, 5.736521], [1.327739, -1.898862, 3.247351], [-0.773725, 1.608073, 2.762078], [-1.058111, 1.923072, 5.243686]],
  "forces_ev_per_a": [[0.4, 0.3, 0.5], [-0.1, -1.9, -1.4], [0.2, -0.3, 0.5], [-0.6, -0.1, -0.5], [-0.2, 0.3, 0.0], [0.0, -0.2, 0.7], [-0.1, -0.1, 0.0], [-0.4, 0.0, -0.2], [-0.1, -0.2, 0.4], [-0.1, 0.0, 0.6], [0.2, 0.0, 0.2], [0.2, 0.3, -0.7], [0.2, 0.5, 0.0], [-0.2, -0.2, -0.2], [0.1, -0.1, 1.2], [0.4, 0.2, 0.3], [0.4, 0.5, -0.3], [0.2, -0.5, 0.3], [-0.1, 0.2, -0.2], [-0.2, -0.5, -0.8], [-0.7, 0.4, 0.4], [1.2, -0.2, 0.3], [0.1, -0.1, 0.1], [-0.5, 0.0, -0.5], [0.1, 0.5, 0.0], [-1.5, 1.7, -0.6], [0.8, 0.2, 0.1], [0.1, -0.5, -0.1], [-0.3, -0.1, -0.1], [0.0, 0.0, 0.2], [0.0, 0.0, 0.2], [0.2, -0.2, 0.0], [-0.7, -0.8, 0.3], [0.0, 0.2, 0.1], [-0.7, 1.0, -0.5], [1.6, -0.2, 0.0], [0.0, 0.1, 0.0], [0.1, 0.0, -0.1], [0.2, -0.1, 0.0], [0.0, -0.2, -0.1], [0.0, 0.0, 0.1], [0.0, 0.3, -0.2], [0.0, -0.1, -0.3], [0.4, -0.3, 0.1], [0.2, 0.3, -0.3], [0.0, 0.1, 0.1], [-0.6, 1.1, -0.1], [0.1, -1.7, 0.1], [-0.3, 0.0, 0.3], [-0.1, 0.0, 0.0], [0.0, 0.1, 0.0], [0.5, 0.3, 0.1], [0.2, -0.2, -2.6], [-0.2, 0.2, 2.2], [-0.1, 0.0, -0.3], [0.1, -0.1, -0.4], [-0.5, 0.3, 1.0], [0.1, -0.1, -0.3], [0.0, -0.2, 0.8], [0.3, -0.4, -0.5], [-0.2, 0.4, -0.1], [-0.3, 0.1, 0.1], [0.0, -0.2, 0.2], [0.2, -0.1, 0.1]],
  "mol_weight_da": 527.388,
  "homo_lumo_gap_ev": 7.4,
  "lumo_ev": 0.0,
  "max_force_ev_per_a": 2.60,
  "e_homo_ev": -7.457
}

Q: What is the formula in the first record?
A: C23H30NPZr